# C20H33N3O2

A single C20H33N3O2 molecule (ωB97M-V with the def2-TZVPD basis set, OMol25).

Geometry (Å):
C: 6.1633 -2.7417 1.4756
C: 6.2629 -1.5132 0.5402
C: 5.5839 -1.7304 -0.8275
C: 4.2838 -0.9042 -0.9867
C: 4.5149 0.4363 -1.7325
C: 4.4435 1.6774 -0.7938
C: 3.0610 2.3667 -0.8792
C: 2.1508 1.9464 0.2867
C: 0.7605 2.6281 0.1811
C: -0.4086 1.6308 0.1954
C: -1.5798 2.0628 1.1308
C: -2.1413 0.8507 1.8985
C: -3.4729 0.2950 1.3520
C: -3.5404 -1.1261 1.8444
N: -3.4902 -2.2361 2.1541
N: -4.6119 1.0430 1.9650
C: -5.4060 0.3886 2.6193
O: -6.3354 -0.1985 3.0093
C: -3.5648 0.2413 -0.1963
C: -2.9661 -1.0114 -0.6862
N: -2.5441 -2.0047 -1.0909
C: -5.0512 0.2419 -0.6914
O: -5.1917 -0.7039 -1.7304
C: -6.4869 -1.2836 -1.7785
C: -6.4695 -2.7146 -1.1844
H: 5.9871 -3.6571 0.9201
H: 7.1103 -2.8066 2.0071
H: 5.3849 -2.6271 2.2269
H: 7.3154 -1.3096 0.3517
H: 5.8393 -0.6514 1.0504
H: 6.2387 -1.4911 -1.6627
H: 5.2991 -2.7752 -0.9534
H: 3.8140 -0.7219 -0.0205
H: 3.5727 -1.4755 -1.5837
H: 3.7349 0.5284 -2.4869
H: 5.4652 0.4515 -2.2635
H: 4.6668 1.3790 0.2277
H: 5.1852 2.3852 -1.1605
H: 3.2491 3.4385 -0.7907
H: 2.5721 2.1898 -1.8350
H: 2.0867 0.8599 0.3380
H: 2.6732 2.2856 1.1812
H: 0.6913 3.3299 1.0107
H: 0.7687 3.1992 -0.7449
H: -0.0623 0.6408 0.4813
H: -0.8110 1.5120 -0.8129
H: -1.1305 2.7222 1.8693
H: -2.3374 2.6072 0.5730
H: -1.4120 0.0569 2.0219
H: -2.3547 1.1876 2.9113
H: -3.0751 1.0687 -0.6972
H: -5.3181 1.2194 -1.0953
H: -5.7436 -0.0245 0.1070
H: -7.2501 -0.6637 -1.3088
H: -6.7484 -1.3806 -2.8306
H: -6.5187 -3.4614 -1.9674
H: -7.3144 -2.8141 -0.5059
H: -5.5419 -2.8426 -0.6326

Atoms 1-3, force components in eV/Å:
0.3332 0.7309 0.0146
0.1040 -0.7519 -0.4290
-1.0768 0.2875 0.4116

Summary:
**HOMO energy**: -10.10 eV
**SMILES**: CCCCCCCCCCCC[C@@](C#N)(N=C=O)[C@@H](C#N)COCC
**LUMO energy**: 0.5 eV

Results of the Mulliken charge analysis, in e, for atoms 1 through 8:
1 C -1.1353
2 C -0.3682
3 C -0.8758
4 C -0.7966
5 C -0.7656
6 C -0.7510
7 C -0.8798
8 C -0.2836